The following is a DFT calculation (wB97M-V/def2-TZVPD) of a structure of composition C6H13O3Sm in a non-equilibrium geometry.

ORCA input file:
```
! RIJCOSX wB97M-V def2-TZVPD def2/J DEFGRID3
* xyz 1 7
C -3.60960 -0.33527 1.06797
O -2.74772 -0.09761 -0.02078
C -2.11231 1.15673 -0.01405
C -0.90039 1.19619 0.88930
O -0.33067 -0.09110 1.04918
C 1.08272 -0.20618 1.10132
C 1.47162 -1.41041 1.93782
O 0.50758 -2.38449 2.21849
C 0.25902 -3.35539 1.13427
Sm -1.52192 -2.15004 0.81036
H -4.39874 0.43229 1.11230
H -4.04521 -1.33101 0.92568
H -2.84255 1.91374 0.32389
H -1.75932 1.33094 -1.04619
H -1.19282 1.53436 1.89260
H -0.14937 1.89368 0.48837
H 1.50001 0.70180 1.56227
H 1.50019 -0.25754 0.08591
H 1.74108 -1.03687 2.93568
H 2.28700 -1.89532 1.37046
H 1.13264 -3.44007 0.46476
H 0.10820 -4.32540 1.63611
H -3.04823 -0.35933 2.01658
*
```

<S²> ... 12.0096
LUMO level (spin up / spin down) ... -0.128 / -0.130 hartree
Orbital gap (spin up / spin down) ... 6.58 / 7.42 eV
HOMO level (spin up / spin down) ... -10.072 / -10.956 eV

=====

The following is a DFT calculation (wB97M-V/def2-TZVPD) of a cluster of 2 separate species, C4H5N2O in total in a non-equilibrium geometry.

ORCA input file:
```
! RIJCOSX wB97M-V def2-TZVPD def2/J DEFGRID3
* xyz -1 1
C -1.01601 1.14940 -0.89136
C 0.89077 -0.65017 -0.58523
C -0.43149 -1.26049 -0.11623
C -0.42564 0.15909 -0.18950
N -1.57826 1.96748 -1.50201
N 0.06007 0.88846 1.67656
O 1.32400 0.91405 1.73573
H 1.58714 -0.39052 0.23512
H 1.16793 -0.87828 -1.67554
H -1.14439 -1.89233 -0.76705
H -0.28309 -1.87138 0.79711
H -0.15103 1.86470 1.28239
*
```

LUMO level (spin up / spin down) ... 0.157 / 0.157 hartree
Orbital gap (spin up / spin down) ... 7.06 / 7.06 eV
HOMO level (spin up / spin down) ... -2.789 / -2.788 eV